# 1
{
  "formula": "C15H20ClO2RuS4SbSe4",
  "method": "ωB97M-V with the def2-TZVPD basis set",
  "homo_energy_ev": [-7.796, -7.804],
  "gap_ev": [7.132, 5.544],
  "e_lumo_ev": [-0.66, -2.26],
  "spin_multiplicity": 5,
  "species": ["Ru", "C", "C", "S", "C", "C", "S", "C", "C", "S", "C", "C", "S", "H", "H", "H", "H", "H", "H", "H", "H", "H", "H", "H", "H", "H", "H", "H", "H", "Se", "Sb", "Se", "Se", "Se", "Cl", "C", "C", "C", "C", "C", "C", "C", "O", "O", "H", "H", "H", "H"],
  "xyz": [[0.0222, -0.2891, -0.4040], [3.2126, 0.0689, -2.0122], [2.2122, 0.8457, -2.8553], [0.4640, 0.3672, -2.6188], [-0.3092, 2.0096, -2.7652], [-1.6980, 2.0060, -2.1384], [-1.7583, 1.4667, -0.4060], [-1.4913, 2.9992, 0.5116], [-0.0826, 3.5650, 0.5206], [1.0788, 2.3167, 1.0986], [2.5358, 2.8219, 0.1597], [3.5852, 1.7188, 0.2031], [2.9874, 0.0699, -0.2306], [4.2141, 0.4482, -2.2267], [3.2179, -0.9699, -2.3139], [2.4284, 0.6638, -3.9087], [2.2868, 1.9149, -2.6576], [-0.3869, 2.2364, -3.8296], [0.3331, 2.7517, -2.2919], [-2.3564, 1.3197, -2.6712], [-2.1379, 3.0032, -2.1872], [-1.8145, 2.7556, 1.5248], [-2.1966, 3.7273, 0.1078], [-0.0557, 4.4394, 1.1723], [0.2103, 3.8831, -0.4804], [2.9455, 3.7382, 0.5881], [2.2289, 3.0286, -0.8663], [3.9721, 1.6230, 1.2187], [4.4235, 1.9729, -0.4472], [4.6304, -3.4477, -1.1179], [2.6296, -3.6784, -2.3053], [0.6655, -2.4343, -0.9500], [1.6629, -5.9654, -2.0559], [2.0606, -2.6730, -4.3698], [-4.5864, -4.5269, 5.5093], [-3.7375, -3.6629, 4.2579], [-4.2287, -3.6954, 2.9627], [-3.5529, -3.0011, 1.9726], [-2.3997, -2.2888, 2.2779], [-1.9183, -2.2752, 3.5820], [-2.5878, -2.9612, 4.5821], [-1.6919, -1.5363, 1.2021], [-2.1444, -1.4731, 0.0450], [-0.5947, -0.9435, 1.5179], [-5.1263, -4.2551, 2.7408], [-3.9090, -3.0038, 0.9514], [-1.0145, -1.7239, 3.8018], [-2.2283, -2.9569, 5.6015]]
}

=====

# 2
{
  "formula": "C3H13N2O",
  "method": "ωB97M-V with the def2-TZVPD basis set",
  "homo_energy_ev": -13.126,
  "gap_ev": 10.112,
  "e_lumo_ev": -3.01,
  "spin_multiplicity": 1,
  "charge": 1,
  "species": ["N", "C", "C", "N", "C", "H", "H", "H", "H", "H", "H", "H", "H", "H", "H", "H", "H", "H", "O"],
  "xyz": [[0.8394, 0.5298, -1.0919], [0.7865, -0.9126, -0.5789], [0.7809, -0.6740, 0.9848], [-0.4795, 0.0445, 1.4425], [-0.3948, 0.8714, 2.6777], [0.4161, 1.1205, -0.2358], [0.1243, 0.5506, -1.8546], [1.7679, 0.9311, -1.3473], [1.5929, -1.4264, -1.0512], [-0.2541, -1.2968, -0.9398], [1.7301, -0.1055, 1.0827], [0.8951, -1.6544, 1.5386], [-1.2769, -0.5843, 1.5308], [0.6132, 1.3677, 2.7152], [-1.1565, 1.7154, 2.5474], [-0.5024, 0.2437, 3.5496], [-1.2603, 0.1708, -3.7471], [-1.9642, -0.6247, -2.5422], [-1.2850, -0.0170, -2.7753]]
}

=====

# 3
{
  "formula": "C4H7NO2",
  "method": "ωB97M-V with the def2-TZVPD basis set",
  "homo_energy_ev": -10.434,
  "smiles": "C[C@H](O)CN=C=O",
  "gap_ev": 11.188,
  "e_lumo_ev": 0.75,
  "spin_multiplicity": 1,
  "species": ["C", "C", "O", "C", "N", "C", "O", "H", "H", "H", "H", "H", "H", "H"],
  "xyz": [[-0.5077, 0.8952, 1.2253], [0.5071, 0.6413, 0.1191], [-0.0356, 1.0540, -1.1222], [0.8933, -0.8655, 0.0271], [0.1661, -1.5166, -1.0567], [-0.9894, -1.2462, -1.3473], [-2.0906, -1.0827, -1.7038], [-1.3670, 0.2181, 1.1468], [-0.8808, 1.9226, 1.1861], [-0.0356, 0.7365, 2.2019], [1.4076, 1.2388, 0.3137], [0.3916, 0.4940, -1.7890], [0.6490, -1.3873, 0.9580], [1.9650, -0.9938, -0.1500]]
}

=====

# 4
{
  "formula": "Cl2H4Si3",
  "method": "ωB97M-V with the def2-TZVPD basis set",
  "homo_energy_ev": -8.702,
  "gap_ev": 7.145,
  "e_lumo_ev": -1.56,
  "spin_multiplicity": 1,
  "species": ["Si", "Si", "Si", "Cl", "Cl", "H", "H", "H", "H"],
  "xyz": [[-1.4610, -0.1141, 0.4374], [0.6319, 1.0835, -0.3818], [-3.8839, -0.3630, 0.7926], [0.4642, 2.9766, 0.4119], [-4.8518, 0.8335, -0.5977], [-0.8239, 0.2884, 1.8712], [-1.1639, -1.4776, 0.0855], [0.5885, 1.4743, -1.9763], [1.9407, 0.3896, 0.0501]]
}

=====

# 5
{
  "formula": "C5H8Br2N2",
  "method": "ωB97M-V with the def2-TZVPD basis set",
  "homo_energy_ev": -8.951,
  "gap_ev": 8.657,
  "e_lumo_ev": -0.29,
  "spin_multiplicity": 1,
  "species": ["C", "C", "C", "C", "C", "N", "N", "Br", "Br", "H", "H", "H", "H", "H", "H", "H", "H"],
  "xyz": [[0.9208, 0.7501, -0.5836], [2.8941, -0.5759, 0.2116], [0.2715, 0.9700, -1.9389], [-1.1640, -1.1608, 1.9549], [-0.2721, -0.0992, 1.3442], [2.3180, 0.4035, -0.5766], [0.1919, -0.1857, 0.1649], [0.7487, 2.7267, 0.4304], [4.7140, -0.7392, -0.1274], [0.7064, 1.8842, -2.5049], [0.3532, 0.1308, -2.6781], [-0.7497, 1.1599, -1.8241], [-1.9393, -0.6006, 2.4967], [-1.4776, -1.7497, 1.0335], [-0.7837, -1.9390, 2.6675], [0.0884, 0.6472, 2.0097], [2.9926, 0.7320, -1.2854]]
}

=====

# 6
{
  "formula": "C4H9N",
  "method": "ωB97M-V with the def2-TZVPD basis set",
  "homo_energy_ev": [-15.158, -14.962],
  "gap_ev": [11.755, 6.438],
  "e_lumo_ev": [-3.40, -8.52],
  "spin_multiplicity": 2,
  "charge": 1,
  "species": ["C", "N", "C", "C", "C", "H", "H", "H", "H", "H", "H", "H", "H", "H"],
  "xyz": [[-0.2936, -0.0418, 2.0051], [0.2324, 0.6695, 0.8204], [0.9093, -0.2005, -0.1450], [-0.3762, 0.4037, -2.0943], [-0.0904, -0.5552, -1.2076], [0.5982, -0.2289, 2.6138], [-0.9370, 0.6603, 2.5113], [-0.6541, -1.0091, 1.6791], [-0.6148, 1.0052, 0.3409], [1.2658, -1.0865, 0.3560], [1.8013, 0.1643, -0.6644], [-1.3321, 0.3859, -2.6065], [0.2033, 1.2736, -2.3683], [-0.7121, -1.4406, -1.2404]]
}

=====

Result set for maximum force: 1.0 3.4 0.8 3.1 3.4 3.5 eV/A, one per record in the order listed.